A.
Formula: C5H6N2S
Source: OMol25
Level of theory: the ωB97M-V functional and the def2-TZVPD basis

Positions of all 14 atoms, in Å:
C: 0.648 1.630 0.046
C: 0.480 0.166 -0.053
C: 1.387 -0.856 0.048
C: 0.624 -2.058 0.013
N: -0.666 -1.795 -0.053
N: -0.735 -0.426 -0.100
C: -1.988 0.234 -0.132
S: -3.465 -0.428 0.065
H: 1.692 1.877 0.021
H: 0.253 2.042 0.979
H: 0.150 2.185 -0.815
H: 2.481 -0.783 0.191
H: 1.006 -3.098 0.007
H: -1.867 1.308 -0.217

SMILES: Cc1ccnn1C=S
Highest occupied orbital energy: -0.3265 Ha
Spin multiplicity: 1

Formally, the natural (NBO) partial charges of the atoms, in units of the elementary charge, are as follows: atom 1 (C): -0.6545, atom 2 (C): 0.1734, atom 3 (C): -0.3316, atom 4 (C): -0.0087, atom 5 (N): -0.2417, atom 6 (N): -0.2401, atom 7 (C): -0.0974, atom 8 (S): 0.0518, atom 9 (H): 0.2389, atom 10 (H): 0.2327, atom 11 (H): 0.2269, atom 12 (H): 0.2324, atom 13 (H): 0.2187, atom 14 (H): 0.1992

***

B.
Formula: C5H6N2S
Source: OMol25
Level of theory: the ωB97M-V functional and the def2-TZVPD basis

Positions of all 14 atoms, in Å:
C: 0.142 -0.595 2.101
C: -0.364 1.932 -0.070
C: 1.023 0.100 1.290
C: -0.732 -0.233 -0.556
C: 0.097 -1.036 -1.447
N: -0.712 -1.264 2.515
N: -0.921 1.050 -0.691
S: 0.804 1.816 1.177
H: -0.685 3.030 -0.242
H: 1.883 -0.216 0.775
H: -1.475 -0.705 -0.029
H: -0.019 -1.970 -0.978
H: 1.179 -0.859 -1.435
H: -0.219 -1.049 -2.410

Highest occupied orbital energy (alpha / beta): -0.2983 / -0.2983 Ha
Spin multiplicity: 1

Formally, the natural (NBO) partial charges of the atoms, in units of the elementary charge, are as follows: atom 1 (C): 0.2345, atom 2 (C): -0.0225, atom 3 (C): -0.7159, atom 4 (C): 0.2826, atom 5 (C): -0.6867, atom 6 (N): -0.4071, atom 7 (N): -0.4149, atom 8 (S): 0.3490, atom 9 (H): 0.2168, atom 10 (H): 0.2419, atom 11 (H): 0.2078, atom 12 (H): 0.2370, atom 13 (H): 0.2400, atom 14 (H): 0.2374

***

C.
Formula: C5H6N2S
Source: OMol25
Level of theory: the ωB97M-V functional and the def2-TZVPD basis

Positions of all 14 atoms, in Å:
C: -1.708 1.281 -1.086
C: -0.470 0.344 -0.486
C: -0.043 -0.899 -0.922
C: 0.982 -1.456 -0.077
N: 1.412 -0.919 1.136
C: 0.874 0.333 1.623
S: 0.996 0.676 3.211
N: -0.033 0.828 0.654
H: -1.387 2.435 -0.932
H: -1.791 1.135 -2.161
H: -2.619 1.333 -0.435
H: -0.227 -1.506 -1.848
H: 1.777 -2.174 -0.318
H: 2.235 -1.411 1.643

SMILES: Cc1cc[nH]c(=S)n1
Highest occupied orbital energy: -0.3031 Ha
Spin multiplicity: 1

Formally, the natural (NBO) partial charges of the atoms, in units of the elementary charge, are as follows: atom 1 (C): -0.6531, atom 2 (C): 0.3057, atom 3 (C): -0.3797, atom 4 (C): 0.1139, atom 5 (N): -0.5519, atom 6 (C): 0.1945, atom 7 (S): -0.1162, atom 8 (N): -0.5133, atom 9 (H): 0.2384, atom 10 (H): 0.2141, atom 11 (H): 0.2504, atom 12 (H): 0.2479, atom 13 (H): 0.2154, atom 14 (H): 0.4340

***

Which structure wins on stability? A wins.

***

A.
Formula: CH3N2PS
Source: OMol25
Level of theory: the ωB97M-V functional and the def2-TZVPD basis

Positions of all 8 atoms, in Å:
N: -2.049 -1.501 0.876
C: -1.248 -0.919 0.303
P: -0.130 0.179 -0.601
N: 1.196 0.368 0.389
S: -0.874 1.825 -1.280
H: 0.356 -0.764 -1.510
H: 1.532 -0.426 0.917
H: 1.216 1.238 0.906

SMILES: N#C[P@H](N)=S
Highest occupied orbital energy: -0.3583 Ha
Spin multiplicity: 1

Formally, the natural (NBO) partial charges of the atoms, in units of the elementary charge, are as follows: atom 1 (N): -0.2386, atom 2 (C): -0.1198, atom 3 (P): 1.2151, atom 4 (N): -1.1601, atom 5 (S): -0.4831, atom 6 (H): -0.0427, atom 7 (H): 0.4094, atom 8 (H): 0.4198

***

B.
Formula: CH3N2PS
Source: OMol25
Level of theory: the ωB97M-V functional and the def2-TZVPD basis

Positions of all 8 atoms, in Å:
C: 0.491 1.477 -0.487
N: 0.964 2.484 -0.185
N: -1.426 -0.187 0.130
P: -0.351 0.071 -1.106
S: 2.141 -1.568 -0.343
H: -1.142 0.305 1.059
H: -1.948 -1.064 0.207
H: 1.272 -1.519 0.725

Highest occupied orbital energy (alpha / beta): -0.3318 / -0.3166 Ha
Spin multiplicity: 1

Formally, the natural (NBO) partial charges of the atoms, in units of the elementary charge, are as follows: atom 1 (C): -0.1668, atom 2 (N): -0.2238, atom 3 (N): -1.1452, atom 4 (P): 0.9970, atom 5 (S): -0.4216, atom 6 (H): 0.4297, atom 7 (H): 0.4295, atom 8 (H): 0.1011

***

Which structure wins on stability? A wins.

***

A.
Formula: CH3N2PS
Source: OMol25
Level of theory: the ωB97M-V functional and the def2-TZVPD basis

Positions of all 8 atoms, in Å:
C: -0.719 0.298 0.723
N: -0.600 -1.017 0.280
N: 0.037 -1.227 -0.730
P: 0.938 -0.094 -1.667
S: 0.314 1.532 -0.381
H: -1.840 0.699 0.894
H: -0.242 0.344 1.697
H: 2.112 -0.536 -0.814

SMILES: C1N=NPS1
Highest occupied orbital energy: -0.3318 Ha
Spin multiplicity: 1

Formally, the natural (NBO) partial charges of the atoms, in units of the elementary charge, are as follows: atom 1 (C): -0.3638, atom 2 (N): -0.0956, atom 3 (N): -0.3899, atom 4 (P): 0.6096, atom 5 (S): -0.2185, atom 6 (H): 0.2500, atom 7 (H): 0.2287, atom 8 (H): -0.0205

***

B.
Formula: CH3N2PS
Source: OMol25
Level of theory: the ωB97M-V functional and the def2-TZVPD basis

Positions of all 8 atoms, in Å:
H: 1.947 -1.805 0.845
N: 0.992 -1.940 0.569
P: -0.296 -1.201 0.945
S: 0.101 0.805 1.676
H: -1.106 0.539 2.229
C: -0.592 1.220 -2.137
N: -0.912 0.402 -1.424
H: -0.134 1.981 -2.702

SMILES: [H]/N=P\S.C#N
Highest occupied orbital energy: -0.3353 Ha
Spin multiplicity: 1

Formally, the natural (NBO) partial charges of the atoms, in units of the elementary charge, are as follows: atom 1 (H): 0.3907, atom 2 (N): -1.1880, atom 3 (P): 1.0514, atom 4 (S): -0.3985, atom 5 (H): 0.1400, atom 6 (C): 0.1049, atom 7 (N): -0.3300, atom 8 (H): 0.2296

***

Which structure wins on stability? B wins.

***

A.
Formula: C9H20NO2S
Source: OMol25
Level of theory: the ωB97M-V functional and the def2-TZVPD basis

Positions of all 33 atoms, in Å:
C: 0.685 1.551 0.781
C: -1.676 0.909 -1.371
C: -2.628 0.226 0.859
C: -1.830 2.571 0.542
C: 2.806 -1.716 -1.012
C: 2.595 -1.841 1.522
C: 0.525 -2.141 0.084
C: -1.567 1.115 0.199
C: 1.890 -1.907 0.231
N: -0.244 0.703 0.587
O: 5.043 0.742 -1.729
O: 3.822 1.438 0.270
S: 5.053 1.404 -0.469
H: 1.615 1.193 1.118
H: 0.629 2.689 0.728
H: -1.772 -0.183 -1.475
H: -2.680 1.325 -1.697
H: -0.910 1.235 -2.044
H: -2.628 0.236 1.884
H: -2.425 -0.938 0.575
H: -3.596 0.695 0.566
H: -1.266 3.204 -0.190
H: -2.890 2.949 0.396
H: -1.523 2.876 1.636
H: 3.725 -2.281 -0.846
H: 2.435 -2.079 -2.000
H: 3.352 -0.765 -1.312
H: 3.104 -2.868 1.662
H: 2.000 -1.650 2.364
H: 3.396 -1.154 1.539
H: 0.127 -0.275 0.318
H: 0.278 -2.507 -0.954
H: 0.177 -2.679 0.960

Total charge: +1
Highest occupied orbital energy: -0.4791 Ha
Spin multiplicity: 1

Formally, the natural (NBO) partial charges of the atoms, in units of the elementary charge, are as follows: atom 1 (C): 0.1112, atom 2 (C): -0.6193, atom 3 (C): -0.6041, atom 4 (C): -0.6529, atom 5 (C): -0.7218, atom 6 (C): -0.6906, atom 7 (C): -0.6139, atom 8 (C): 0.0793, atom 9 (C): 0.1745, atom 10 (N): -0.4400, atom 11 (O): -0.8052, atom 12 (O): -0.8795, atom 13 (S): 1.6964, atom 14 (H): 0.2195, atom 15 (H): 0.2371, atom 16 (H): 0.2236, atom 17 (H): 0.2416, atom 18 (H): 0.2312, atom 19 (H): 0.2234, atom 20 (H): 0.2240, atom 21 (H): 0.2426, atom 22 (H): 0.2206, atom 23 (H): 0.2646, atom 24 (H): 0.2315, atom 25 (H): 0.2393, atom 26 (H): 0.2374, atom 27 (H): 0.2596, atom 28 (H): 0.2600, atom 29 (H): 0.2286, atom 30 (H): 0.2293, atom 31 (H): 0.4779, atom 32 (H): 0.2419, atom 33 (H): 0.2320

***

B.
Formula: C9H20NO2S
Source: OMol25
Level of theory: the ωB97M-V functional and the def2-TZVPD basis

Positions of all 33 atoms, in Å:
C: -0.062 -0.084 2.784
C: 0.494 1.311 2.445
C: 1.402 1.319 1.242
O: 0.638 1.365 0.029
C: 1.311 1.205 -1.155
N: 2.625 0.488 -1.124
C: 2.218 -0.977 -1.221
O: 1.386 -0.923 -2.322
C: 0.533 0.226 -2.127
C: -0.899 -0.098 -1.791
S: -0.992 -1.556 -0.719
C: -2.765 -1.814 -0.557
C: -3.457 -0.862 0.442
H: 0.159 -0.809 2.012
H: 0.374 -0.459 3.701
H: -1.132 -0.015 2.929
H: -0.292 2.047 2.335
H: 1.115 1.616 3.279
H: 2.037 0.435 1.323
H: 2.050 2.196 1.324
H: 1.459 2.093 -1.764
H: 3.174 0.632 -1.976
H: 3.294 0.682 -0.373
H: 3.082 -1.595 -1.420
H: 1.624 -1.209 -0.339
H: 0.500 0.714 -3.096
H: -1.414 -0.309 -2.721
H: -1.406 0.751 -1.350
H: -3.254 -1.696 -1.518
H: -2.931 -2.838 -0.254
H: -4.149 -1.393 1.077
H: -4.001 -0.114 -0.123
H: -2.721 -0.331 1.031

SMILES: CCCO[C@H]1[NH2+]CO[C@H]1CSCC
Total charge: +1
Highest occupied orbital energy: -0.4260 Ha
Spin multiplicity: 1

Formally, the natural (NBO) partial charges of the atoms, in units of the elementary charge, are as follows: atom 1 (C): -0.6173, atom 2 (C): -0.4224, atom 3 (C): -0.0742, atom 4 (O): -0.5029, atom 5 (C): 0.2447, atom 6 (N): -0.5564, atom 7 (C): 0.0901, atom 8 (O): -0.4791, atom 9 (C): 0.0567, atom 10 (C): -0.5635, atom 11 (S): 0.1834, atom 12 (C): -0.5295, atom 13 (C): -0.6226, atom 14 (H): 0.2060, atom 15 (H): 0.2198, atom 16 (H): 0.2240, atom 17 (H): 0.2287, atom 18 (H): 0.2244, atom 19 (H): 0.1539, atom 20 (H): 0.1854, atom 21 (H): 0.2022, atom 22 (H): 0.4473, atom 23 (H): 0.4522, atom 24 (H): 0.2275, atom 25 (H): 0.2118, atom 26 (H): 0.2156, atom 27 (H): 0.2362, atom 28 (H): 0.2447, atom 29 (H): 0.2230, atom 30 (H): 0.2426, atom 31 (H): 0.2272, atom 32 (H): 0.2110, atom 33 (H): 0.2093

***

Which structure wins on stability? B wins.